Entry 1:
This record from the OMol25 dataset describes a single C26H30N2O3S molecule in a non-equilibrium geometry. The level of theory is ωB97M-V/def2-TZVPD.

```
! wB97M-V def2-TZVPD RIJCOSX def2/J DEFGRID3
* xyz 0 1
C 0.66821 -0.62472 -5.35042
C 1.23459 -0.71908 -3.96709
C 2.52269 -1.18336 -3.74543
C 3.04875 -1.28324 -2.46386
C 4.44524 -1.77933 -2.24974
C 2.26791 -0.89098 -1.38645
C 0.98830 -0.39797 -1.59577
N 0.19798 0.01487 -0.48794
C 0.48284 1.10956 0.24564
O -0.13300 1.40646 1.25761
C 1.61494 1.99509 -0.26656
C 1.39402 2.42159 -1.67682
C 0.24961 2.90694 -2.22925
C 0.38199 3.20392 -3.60443
C 1.62684 2.94625 -4.07581
S 2.66780 2.33845 -2.85018
C -0.97780 -0.81617 -0.19533
C -0.71453 -1.80596 0.96525
O -0.72958 -3.00573 0.77767
N -0.46194 -1.20630 2.13059
C -0.30266 -1.91512 3.37950
C 0.95472 -1.41869 4.12465
C 0.45688 -0.77846 5.42636
C -0.99484 -0.41067 5.13124
C -1.48088 -1.60560 4.31799
C -2.18821 0.02672 0.06517
C -2.81927 0.93013 -0.73826
C -3.90521 1.43876 0.01533
C -3.86321 0.80614 1.22143
C -4.72535 0.90815 2.42791
O -2.82329 -0.05362 1.25280
C 0.46509 -0.33398 -2.87797
H 1.43634 -0.79927 -6.09898
H 0.23291 0.35953 -5.51494
H -0.11956 -1.36545 -5.48484
H 3.13106 -1.47944 -4.58790
H 4.71118 -2.52302 -2.99694
H 4.55443 -2.21652 -1.26047
H 5.14776 -0.94953 -2.33513
H 2.64931 -0.97320 -0.37906
H 2.56636 1.46865 -0.18052
H 1.64592 2.86639 0.39545
H -0.65833 3.04272 -1.66834
H -0.41665 3.59317 -4.21065
H 2.00831 3.08106 -5.06812
H -1.14642 -1.42840 -1.08893
H -0.51876 -0.19227 2.17286
H -0.25035 -2.97627 3.12475
H 1.46368 -0.67766 3.50713
H 1.65360 -2.23104 4.31675
H 0.49071 -1.50595 6.23898
H 1.05682 0.08292 5.71565
H -1.03579 0.49594 4.52557
H -1.57893 -0.25076 6.03649
H -1.66293 -2.45632 4.97555
H -2.38808 -1.40037 3.75246
H -2.54642 1.20182 -1.73803
H -4.61632 2.17443 -0.30059
H -4.13972 1.24118 3.28417
H -5.15484 -0.06309 2.67120
H -5.52698 1.61751 2.24706
H -0.53693 0.03921 -3.02847
*
```

LUMO level ... 0.58 eV
SMILES ... Cc1cc(C)cc(N(C(=O)Cc2cccs2)[C@@H](C(=O)NC2CCCC2)c2ccc(C)o2)c1
Max |F| ... 1.1 eV/Å
ΔE to the lowest compared entry with this formula, charge and spin ... 21.4 kJ/mol

***

Entry 2:
This record from the OMol25 dataset describes a single C26H30N2O7S molecule in a non-equilibrium geometry. The level of theory is ωB97M-V/def2-TZVPD.

```
! wB97M-V def2-TZVPD RIJCOSX def2/J DEFGRID3
* xyz 0 1
C 2.38656 5.12300 2.93409
O 2.48586 4.24288 1.84326
C 1.91018 4.76298 0.66340
C 2.12472 3.77701 -0.48662
N 1.34933 2.57675 -0.32716
C 0.16279 2.37236 -0.94332
O -0.35496 3.12191 -1.74138
C -0.36905 1.02979 -0.44209
O -1.42411 0.52549 -0.75859
C 0.63422 0.53373 0.48935
C 0.58900 -0.64672 1.14544
O 1.51226 -1.05100 2.02816
C -0.52438 -1.59665 0.93218
C -0.65091 -2.23913 -0.29605
C -1.73434 -3.06427 -0.53019
C -2.68318 -3.23460 0.45970
S -4.18266 -4.15299 0.08449
O -3.86890 -5.12461 -0.92192
O -4.75125 -4.59227 1.32558
N -5.23838 -3.07563 -0.58383
C -5.03871 -2.65817 -1.95138
C -4.32710 -1.30820 -2.05881
C -5.05990 -0.26237 -1.22267
C -5.15256 -0.74150 0.22406
C -5.85804 -2.09811 0.27749
C -2.54170 -2.64386 1.69918
C -1.45095 -1.82680 1.94235
C 1.74864 1.54684 0.61109
C 3.09688 0.96125 0.25287
C 3.27269 0.31518 -0.96246
C 4.49409 -0.23307 -1.30852
C 5.57117 -0.14028 -0.43060
O 6.80967 -0.64148 -0.66087
C 7.05431 -1.31785 -1.87192
C 5.39810 0.51708 0.78981
C 4.17680 1.06079 1.12429
H 1.33894 5.33724 3.17798
H 2.86345 4.63014 3.77895
H 2.89946 6.06955 2.72681
H 2.38143 5.72373 0.40818
H 0.83304 4.93424 0.80907
H 1.80175 4.24567 -1.41903
H 3.18421 3.51261 -0.54350
H 2.24762 -0.42153 2.08257
H 0.08885 -2.07577 -1.06440
H -1.86172 -3.57897 -1.46933
H -4.47656 -3.45398 -2.44034
H -6.02577 -2.58883 -2.42523
H -3.30053 -1.38592 -1.69904
H -4.29747 -1.00259 -3.10546
H -4.51873 0.68302 -1.26685
H -6.06495 -0.10633 -1.62266
H -5.70965 -0.02439 0.82918
H -4.14480 -0.82629 0.63434
H -5.85227 -2.51993 1.28283
H -6.90010 -1.98003 -0.04406
H -3.28867 -2.83137 2.45432
H -1.33026 -1.34487 2.90043
H 1.80264 1.98685 1.61794
H 2.44276 0.24415 -1.65073
H 4.59468 -0.72666 -2.26165
H 6.90735 -0.66143 -2.73522
H 6.41839 -2.20277 -1.97288
H 8.09706 -1.62743 -1.82928
H 6.24242 0.58987 1.45617
H 4.06126 1.58455 2.06253
*
```

LUMO level ... -0.33 eV
SMILES ... COCCN1C(=O)C(=O)/C(=C(/O)c2ccc(S(=O)(=O)N3CCCCC3)cc2)[C@H]1c1ccc(OC)cc1
Max |F| ... 1.1 eV/Å
ΔE to the lowest compared entry with this formula, charge and spin ... 27.9 kJ/mol

***

Entry 3:
This record from the OMol25 dataset describes a single C26H30N4O3 molecule. The level of theory is ωB97M-V/def2-TZVPD.

```
! wB97M-V def2-TZVPD RIJCOSX def2/J DEFGRID3
* xyz 0 1
C 0.80294 4.09922 3.54486
N 0.68290 2.86714 2.82155
C -0.34735 2.51713 2.00857
C -0.13764 1.27400 1.46002
C -1.03019 0.56263 0.57387
C -1.76572 1.11591 -0.40946
N -1.72005 2.45805 -0.79583
C -0.68430 3.32268 -0.97609
O -0.89836 4.48597 -1.26146
C 0.70271 2.79450 -0.82528
C 1.63299 3.55772 -0.12757
C 2.93059 3.10787 0.02400
C 3.31805 1.90870 -0.54949
C 2.41071 1.17350 -1.29293
C 1.10656 1.61216 -1.43374
C -2.89051 0.42106 -1.11575
O -3.75196 1.08800 -1.67374
N -2.93342 -0.92283 -1.06044
C -3.97560 -1.67259 -1.72256
C -3.40668 -2.62887 -2.77059
C -2.59294 -3.75868 -2.13780
N -1.42658 -3.26881 -1.41280
C -0.94890 -4.22234 -0.42235
C 0.19804 -3.58933 0.36466
O 1.25851 -3.20982 -0.47870
C 0.81463 -2.32174 -1.47806
C -0.32496 -2.92219 -2.29972
C 1.12231 0.82398 1.97426
C 1.90554 -0.31091 1.77461
C 3.12514 -0.39273 2.40793
C 3.58758 0.63364 3.23453
C 2.83897 1.77079 3.44645
C 1.60773 1.85945 2.80910
H -0.05754 4.72954 3.32853
H 0.84508 3.91291 4.62129
H 1.71177 4.62822 3.24786
H -1.18994 3.17010 1.88186
H -1.11184 -0.50121 0.74893
H -2.61812 2.77537 -1.16182
H 1.31833 4.49993 0.29592
H 3.64468 3.69345 0.58427
H 4.32940 1.55172 -0.42594
H 2.72229 0.25284 -1.76338
H 0.40421 1.04348 -2.02652
H -2.14562 -1.48625 -0.76200
H -4.53958 -2.24106 -0.97386
H -4.64478 -0.94603 -2.19024
H -2.79706 -2.06530 -3.47747
H -4.23356 -3.07452 -3.32530
H -2.30005 -4.48366 -2.91577
H -3.23120 -4.28143 -1.42015
H -1.76471 -4.46620 0.26180
H -0.59309 -5.15273 -0.89678
H 0.61514 -4.30125 1.07863
H -0.18268 -2.71288 0.91228
H 1.67979 -2.12472 -2.11299
H 0.47758 -1.37799 -1.02219
H -0.66385 -2.18694 -3.03062
H 0.04346 -3.81255 -2.83854
H 1.57725 -1.10987 1.13012
H 3.74217 -1.26664 2.26065
H 4.55139 0.53338 3.71145
H 3.20037 2.56702 4.07993
*
```

LUMO level ... 0.49 eV
SMILES ... Cn1cc(/C=C(\NC(=O)c2ccccc2)C(=O)NCCCN2CCOCC2)c2ccccc21
Max |F| ... 0.8 eV/Å
ΔE to the lowest compared entry with this formula, charge and spin ... 193.6 kJ/mol

***

Entry 4:
This record from the OMol25 dataset describes a single C26H30N4O4S molecule. The level of theory is ωB97M-V/def2-TZVPD.

```
! wB97M-V def2-TZVPD RIJCOSX def2/J DEFGRID3
* xyz 0 1
C -2.20968 -6.94121 0.56175
C -1.39204 -5.68628 0.51155
C -1.51293 -4.81079 -0.56219
C -0.76421 -3.65393 -0.63564
C 0.14708 -3.35271 0.37182
N 0.88828 -2.16705 0.37116
C 1.45184 -1.54240 -0.71161
S 1.60488 -2.30980 -2.17261
N 1.91672 -0.28940 -0.51007
C 2.58524 0.42192 -1.58127
C 4.10647 0.31006 -1.45008
N 4.59817 0.95911 -0.24633
C 4.68327 2.40682 -0.38539
C 5.11661 3.01486 0.94736
O 6.35381 2.49795 1.38201
C 6.28632 1.09761 1.49378
C 5.89385 0.44711 0.16709
C 1.61337 0.51067 0.66574
C 0.28274 1.20068 0.49050
C -0.90053 0.56824 0.66739
C -2.14564 1.21509 0.41648
C -3.37822 0.57052 0.55114
C -4.55681 1.23546 0.28723
C -4.52382 2.59308 -0.09372
C -3.30906 3.23627 -0.25378
C -2.11919 2.55769 -0.01142
N -0.90558 3.16942 -0.17028
C 0.32298 2.58492 0.02777
O 1.34405 3.22253 -0.18212
O -5.66182 3.30947 -0.31500
C -6.83901 2.67705 0.14461
C -6.82218 1.19732 -0.22986
O -5.73791 0.55105 0.40044
C 0.25941 -4.21115 1.46088
C -0.50067 -5.36344 1.52497
H -3.26997 -6.71098 0.46524
H -1.93730 -7.60112 -0.26140
H -2.05170 -7.47273 1.49683
H -2.21172 -5.03758 -1.35431
H -0.87835 -2.98568 -1.47312
H 1.27466 -1.92975 1.27520
H 2.28246 -0.02037 -2.53296
H 2.27208 1.46500 -1.55710
H 4.57242 0.72448 -2.35953
H 4.36095 -0.75130 -1.39488
H 3.70662 2.81220 -0.65042
H 5.41189 2.68682 -1.16686
H 5.25092 4.09293 0.85029
H 4.34310 2.81303 1.70412
H 7.27741 0.76516 1.80794
H 5.54660 0.82018 2.26124
H 5.82397 -0.63495 0.30030
H 6.67461 0.66211 -0.58386
H 1.61067 -0.09502 1.57402
H 2.40381 1.25733 0.75332
H -0.92814 -0.46105 0.99545
H -3.42114 -0.46395 0.85187
H -3.30855 4.26927 -0.56332
H -0.88820 4.13199 -0.48708
H -7.67268 3.19925 -0.32635
H -6.91053 2.77516 1.23613
H -7.72524 0.69075 0.11229
H -6.73407 1.09949 -1.32064
H 0.95100 -3.97625 2.25927
H -0.39344 -6.02135 2.37566
*
```

LUMO level ... 0.07 eV
SMILES ... Cc1ccc(NC(=S)N(CCN2CCOCC2)Cc2cc3cc4c(cc3[nH]c2=O)OCCO4)cc1
Max |F| ... 0.9 eV/Å
ΔE to the lowest compared entry with this formula, charge and spin ... 258.8 kJ/mol

***

Entry 5:
This record from the OMol25 dataset describes a single C26H30N4O5 molecule. The level of theory is ωB97M-V/def2-TZVPD.

```
! wB97M-V def2-TZVPD RIJCOSX def2/J DEFGRID3
* xyz 0 1
C -0.23408 -3.34194 -1.66989
C 0.60366 -2.33421 -0.89129
O -0.02129 -1.89417 0.30832
C -1.09592 -1.03881 0.10780
C -2.39014 -1.51901 0.07243
C -3.49794 -0.68781 -0.11803
N -4.74796 -1.28608 -0.15418
C -5.91127 -0.70194 -0.78359
C -6.83908 -0.05245 0.24970
O -7.21318 -0.98217 1.24572
C -6.07637 -1.51060 1.88697
C -5.14185 -2.21148 0.88881
C -3.24871 0.69241 -0.31327
O -4.32562 1.51564 -0.49814
C -4.11139 2.89401 -0.73651
C -5.47127 3.53289 -0.97538
C -1.94958 1.17268 -0.27806
C -0.86686 0.33098 -0.05344
N 0.44682 0.78458 0.04395
C 0.95927 2.00434 -0.23374
O 0.34198 2.96189 -0.66505
C 2.42778 2.07333 0.03298
C 3.17516 3.21855 -0.36025
C 4.50232 3.24038 -0.10527
C 5.15253 2.12796 0.55703
O 6.33781 2.04586 0.81954
N 4.27703 1.09627 0.90604
C 4.79489 -0.07443 1.60012
C 4.97696 -1.22348 0.64257
C 4.11412 -2.30987 0.66452
C 4.28694 -3.35384 -0.22879
C 5.31152 -3.31081 -1.15837
C 6.16859 -2.22307 -1.19045
C 6.00473 -1.18428 -0.29206
N 2.99180 1.07034 0.64444
H -1.15734 -2.88222 -2.01524
H 0.32858 -3.69165 -2.53119
H -0.47976 -4.19214 -1.03842
H 0.83740 -1.47425 -1.53449
H 1.54086 -2.79109 -0.56520
H -2.54008 -2.58072 0.18634
H -5.60988 0.02244 -1.53435
H -6.45579 -1.52004 -1.27333
H -7.76640 0.28390 -0.21627
H -6.32560 0.80338 0.70907
H -6.44646 -2.21681 2.63254
H -5.52095 -0.70390 2.39192
H -4.26931 -2.58634 1.42016
H -5.67636 -3.05137 0.42897
H -3.46834 3.03056 -1.61563
H -3.62260 3.35702 0.13106
H -5.34729 4.59311 -1.17537
H -6.10460 3.40747 -0.10136
H -5.96031 3.06466 -1.82549
H -1.74459 2.22089 -0.40454
H 1.10456 0.09574 0.39582
H 2.65507 4.02866 -0.84778
H 5.13423 4.07175 -0.37697
H 5.75482 0.22087 2.03172
H 4.08563 -0.33905 2.38667
H 3.31089 -2.34326 1.38665
H 3.62267 -4.20546 -0.19691
H 5.44370 -4.12498 -1.85543
H 6.96997 -2.18693 -1.91330
H 6.67645 -0.33865 -0.30595
*
```

LUMO level ... -0.20 eV
SMILES ... CCOc1cc(N2CCOCC2)c(OCC)cc1NC(=O)c1ccc(=O)n(Cc2ccccc2)n1
Max |F| ... 0.9 eV/Å
ΔE to the lowest compared entry with this formula, charge and spin ... 344.9 kJ/mol

***

Entry 6:
This record from the OMol25 dataset describes a single C26H30N4O5S molecule. The level of theory is ωB97M-V/def2-TZVPD.

```
! wB97M-V def2-TZVPD RIJCOSX def2/J DEFGRID3
* xyz 0 1
C -6.06369 -2.79929 -0.24339
O -5.97761 -1.39721 -0.18419
C -4.82659 -0.83574 0.26966
C -4.76540 0.55719 0.21355
C -3.64464 1.22953 0.64573
C -2.54859 0.52329 1.13798
N -1.39495 1.17920 1.59461
C -0.84705 2.35679 1.17948
S -0.10412 3.26798 2.36018
N -0.86200 2.70140 -0.12478
C -0.36730 3.99773 -0.53610
C 0.88709 3.94876 -1.42223
N 1.94549 3.11427 -0.88596
C 2.92246 2.77326 -1.90868
C 3.97550 1.83387 -1.32005
O 4.62184 2.40378 -0.20927
C 3.68257 2.76401 0.77878
C 2.63452 3.73215 0.23812
C -1.26792 1.79574 -1.18060
C -0.67790 0.41814 -1.06166
C 0.52069 0.17251 -0.48844
C 1.01822 -1.15653 -0.34081
C 2.22012 -1.45443 0.30605
C 2.65440 -2.75736 0.43569
C 1.88921 -3.80580 -0.11203
C 0.68216 -3.52877 -0.72975
C 0.23563 -2.21606 -0.84293
N -0.95421 -1.92145 -1.45260
C -1.49576 -0.66437 -1.60011
O -2.57134 -0.52158 -2.15705
O 2.29945 -5.10657 -0.05564
C 3.65695 -5.26076 0.30444
C 3.99772 -4.34396 1.47677
O 3.82702 -2.99506 1.10323
C -2.62200 -0.86050 1.22698
C -3.74759 -1.53850 0.79610
H -5.27840 -3.22042 -0.87905
H -6.00902 -3.25058 0.75326
H -7.03645 -3.01688 -0.68165
H -5.61607 1.09121 -0.17788
H -3.61672 2.30943 0.62518
H -1.08785 0.91966 2.52359
H -1.15437 4.51386 -1.09904
H -0.16187 4.56792 0.37103
H 0.62473 3.54642 -2.40510
H 1.22119 4.99073 -1.57437
H 2.41512 2.26676 -2.73396
H 3.42458 3.67608 -2.30012
H 4.75494 1.62807 -2.05646
H 3.49180 0.88817 -1.03255
H 4.24938 3.22740 1.58719
H 3.17731 1.86499 1.16274
H 1.91616 3.94664 1.02916
H 3.12796 4.67149 -0.06752
H -2.35927 1.68752 -1.23066
H -0.95009 2.23315 -2.12945
H 1.11974 0.99702 -0.12646
H 2.82455 -0.66718 0.72736
H 0.10553 -4.34916 -1.12691
H -1.50832 -2.68461 -1.82199
H 3.78842 -6.31107 0.56734
H 4.29886 -5.01036 -0.55082
H 5.04098 -4.45239 1.77536
H 3.34363 -4.58382 2.32664
H -1.78304 -1.41070 1.62908
H -3.76654 -2.61442 0.87061
*
```

LUMO level ... 0.30 eV
SMILES ... COc1ccc(NC(=S)N(CCN2CCOCC2)Cc2cc3cc4c(cc3[nH]c2=O)OCCO4)cc1
Max |F| ... 0.8 eV/Å
ΔE to the lowest compared entry with this formula, charge and spin ... 129.6 kJ/mol

***

Question: What is the formula in the fifth record?
Answer: C26H30N4O5